{
  "formula": "C54H64Ge2NS4SiZn",
  "method": "ωB97M-V with the def2-TZVPD basis set",
  "symbols": ["Zn", "C", "C", "C", "C", "C", "C", "C", "C", "C", "C", "C", "C", "C", "C", "C", "Ge", "S", "S", "Ge", "S", "S", "C", "C", "C", "C", "C", "C", "C", "C", "C", "C", "C", "C", "C", "C", "C", "C", "C", "C", "C", "C", "C", "C", "C", "C", "C", "C", "C", "C", "C", "C", "C", "C", "C", "H", "H", "H", "H", "H", "H", "H", "H", "H", "H", "H", "H", "H", "H", "H", "H", "H", "H", "H", "H", "H", "H", "H", "H", "H", "H", "H", "H", "H", "H", "H", "H", "H", "H", "H", "H", "H", "H", "H", "H", "H", "H", "H", "H", "H", "H", "H", "H", "H", "H", "C", "Si", "C", "C", "H", "H", "H", "H", "H", "H", "H", "H", "H", "C", "C", "C", "N", "H", "H", "H", "H", "H"],
  "coordinates": [[2.927063, -1.728390, -0.040336], [-5.160445, 4.358876, -1.777602], [-4.524560, 3.005087, -1.896101], [-3.907783, 2.608028, -3.073035], [-3.402049, 1.327821, -3.225936], [-2.715991, 0.920465, -4.493690], [-3.527953, 0.417417, -2.171933], [-4.096856, 0.815885, -0.959527], [-4.215016, -0.111608, 0.212290], [-4.569106, 2.114948, -0.835080], [-3.352629, -1.029822, -2.430460], [-4.462706, -1.590964, -3.065364], [-4.556480, -2.953409, -3.260686], [-3.542636, -3.763533, -2.789371], [-2.417229, -3.216619, -2.180505], [-2.294900, -1.834651, -2.018780], [-0.550601, -1.066502, -1.294025], [1.132338, -2.378390, -1.683185], [-0.749039, -0.239416, 0.870026], [0.731656, 1.352808, 0.030390], [2.783960, 0.756168, 0.279574], [-0.119937, 1.047347, -2.083118], [0.829349, 3.249279, 0.741754], [1.009673, 3.441029, 2.105879], [1.385991, 4.688715, 2.594879], [1.598812, 5.747765, 1.733169], [1.437351, 5.559040, 0.374157], [1.066852, 4.313678, -0.124879], [0.919943, 4.165612, -1.589327], [-0.348130, 4.274230, -2.156824], [-1.549492, 4.487317, -1.284714], [-0.486727, 4.138468, -3.530751], [0.608779, 3.895580, -4.340483], [0.453943, 3.720862, -5.820776], [1.867542, 3.818173, -3.761481], [2.043133, 3.958099, -2.394232], [3.410444, 3.872648, -1.783721], [0.815789, 2.369652, 3.108990], [1.917652, 1.785848, 3.733809], [3.328156, 2.034358, 3.289479], [1.710863, 0.926540, 4.807547], [0.438923, 0.652105, 5.277044], [0.228472, -0.179267, 6.509447], [-0.648307, 1.207380, 4.618135], [-0.478870, 2.056583, 3.537632], [-1.674132, 2.641164, 2.848583], [-1.436674, -4.195667, -1.663574], [-1.425648, -4.504782, -0.306102], [-2.356640, -3.815278, 0.647386], [-0.532952, -5.458569, 0.160957], [0.331947, -6.116764, -0.695762], [1.321602, -7.129051, -0.197501], [0.277362, -5.824636, -2.052126], [-0.593832, -4.872547, -2.548705], [-0.613603, -4.525165, -4.006871], [-4.936322, 4.966797, -2.651754], [-4.809527, 4.876080, -0.886265], [-6.243623, 4.252675, -1.700208], [-3.842424, 3.308630, -3.895240], [-2.764903, 1.710703, -5.240670], [-3.146277, 0.010076, -4.909954], [-1.665892, 0.721178, -4.276777], [-4.209086, -1.155965, -0.091354], [-5.126723, 0.087755, 0.775871], [-3.364381, 0.041314, 0.878651], [-5.015309, 2.425822, 0.100409], [-5.269796, -0.934649, -3.370043], [-5.427057, -3.380146, -3.742821], [-3.620377, -4.842167, -2.868478], [1.526329, 4.811677, 3.662213], [1.913423, 6.709240, 2.117893], [1.617198, 6.371894, -0.320289], [-1.314287, 5.120891, -0.429079], [-1.896210, 3.523193, -0.907476], [-2.359162, 4.939919, -1.851276], [-1.474002, 4.195322, -3.967223], [-0.595671, 3.671220, -6.095551], [0.937956, 2.802184, -6.143364], [0.916901, 4.551762, -6.353392], [2.727942, 3.625958, -4.389611], [4.169954, 3.738960, -2.551519], [3.464452, 3.030176, -1.092678], [3.638696, 4.775384, -1.215984], [3.376409, 2.696269, 2.430191], [3.778549, 1.087583, 2.992596], [3.926196, 2.453905, 4.099620], [2.574953, 0.480642, 5.288062], [1.097754, -0.796355, 6.726119], [-0.647179, -0.815105, 6.403178], [0.057842, 0.476699, 7.363786], [-1.648785, 0.983954, 4.965869], [-2.584087, 2.451258, 3.415692], [-1.787205, 2.185736, 1.863387], [-1.561646, 3.714859, 2.702110], [-3.356355, -3.716658, 0.221464], [-1.981411, -2.811753, 0.862570], [-2.426596, -4.367729, 1.585892], [-0.518189, -5.685413, 1.220071], [1.139474, -7.383631, 0.844531], [2.329843, -6.724933, -0.285163], [1.269921, -8.040110, -0.794311], [0.947056, -6.341737, -2.726669], [0.102248, -5.125933, -4.563594], [-0.350056, -3.474728, -4.126843], [-1.607315, -4.667568, -4.432232], [6.067012, -3.775839, 0.933932], [4.972312, -2.194848, 1.116273], [4.567405, -2.172663, 3.011828], [6.228771, -0.754746, 0.873594], [6.941759, -3.715675, 1.576342], [6.413549, -3.894698, -0.087047], [5.520192, -4.673882, 1.201667], [5.436462, -1.934395, 3.621325], [4.183273, -3.136938, 3.337175], [3.800361, -1.430202, 3.215178], [6.993465, -0.709884, 1.648654], [5.699196, 0.193252, 0.864191], [6.732288, -0.851224, -0.085021], [0.633662, -4.285770, 4.305030], [0.482842, -2.810719, 3.913634], [1.066595, -2.553534, 2.625170], [1.589031, -2.381999, 1.622928], [0.356458, -4.434012, 5.348205], [1.660681, -4.621351, 4.170513], [-0.008132, -4.904942, 3.683577], [1.003097, -2.169468, 4.630356], [-0.570194, -2.515546, 3.887576]],
  "forces_ev_per_angstrom": [[-0.87, 0.47, -0.28], [0.02, -0.08, 0.01], [0.00, -0.02, 0.06], [-0.06, -0.02, 0.07], [0.00, 0.01, 0.10], [0.02, 0.00, -0.03], [-0.14, 0.38, 0.08], [0.12, 0.04, -0.04], [-0.04, -0.02, 0.13], [0.01, 0.10, -0.20], [-0.22, -0.05, -0.12], [0.00, -0.11, 0.00], [-0.09, -0.01, -0.02], [-0.09, -0.05, -0.02], [-0.18, -0.19, -0.10], [0.87, 0.33, 0.35], [-0.06, 0.63, 0.16], [0.57, 0.34, 0.45], [0.38, 0.29, -0.51], [-0.32, -0.28, -0.27], [0.10, -0.69, -0.19], [0.15, -0.32, 0.61], [-0.15, -0.77, -0.37], [0.00, 0.16, 0.13], [-0.02, 0.02, 0.03], [0.08, 0.11, 0.04], [0.04, -0.02, -0.01], [-0.03, 0.15, 0.01], [-0.11, 0.09, -0.33], [0.06, 0.11, 0.07], [0.06, -0.01, -0.01], [0.08, 0.02, 0.01], [-0.01, 0.03, 0.01], [0.02, 0.03, 0.03], [-0.06, 0.00, 0.07], [0.04, -0.01, -0.04], [0.01, -0.01, 0.04], [0.02, -0.17, 0.32], [0.05, -0.04, -0.01], [0.11, 0.07, 0.01], [-0.10, -0.06, -0.02], [0.08, -0.08, 0.04], [-0.01, 0.11, -0.04], [0.03, -0.02, -0.07], [-0.06, -0.01, 0.07], [-0.06, 0.04, -0.08], [0.15, -0.38, 0.14], [-0.06, -0.04, -0.13], [0.06, 0.04, 0.03], [0.12, -0.03, -0.04], [-0.03, -0.05, 0.01], [-0.03, 0.07, -0.02], [-0.12, 0.05, 0.05], [-0.12, -0.14, -0.01], [0.01, -0.01, 0.01], [-0.01, 0.11, -0.01], [0.01, 0.11, 0.05], [-0.05, 0.10, 0.00], [0.03, 0.06, -0.12], [-0.02, 0.05, -0.05], [-0.01, -0.02, -0.06], [0.08, -0.04, -0.09], [-0.02, -0.06, 0.03], [-0.07, 0.00, -0.01], [-0.02, -0.06, 0.01], [-0.09, 0.02, 0.12], [0.02, 0.01, -0.02], [-0.02, -0.02, 0.00], [0.05, 0.01, -0.03], [-0.01, 0.00, 0.02], [-0.03, 0.05, 0.02], [-0.02, -0.01, -0.02], [-0.04, 0.01, -0.01], [-0.09, -0.05, 0.07], [-0.10, 0.01, -0.04], [-0.14, 0.01, -0.07], [-0.12, 0.01, -0.10], [0.04, -0.10, -0.10], [0.00, 0.03, -0.12], [0.10, -0.01, -0.04], [0.04, -0.01, -0.03], [0.06, -0.04, 0.03], [0.06, 0.03, 0.01], [0.06, -0.01, 0.00], [0.06, 0.01, -0.03], [0.01, 0.07, 0.10], [0.03, -0.04, 0.05], [0.05, -0.08, 0.06], [-0.08, -0.14, 0.04], [-0.01, -0.05, 0.13], [-0.12, -0.01, 0.01], [-0.04, -0.01, 0.03], [-0.10, 0.03, -0.08], [-0.03, 0.07, -0.01], [-0.01, 0.04, 0.06], [-0.11, 0.10, 0.12], [0.00, 0.03, 0.01], [0.03, -0.06, 0.09], [0.02, -0.03, 0.07], [0.12, -0.06, 0.05], [0.05, -0.06, 0.02], [0.07, -0.02, -0.11], [0.04, -0.04, -0.03], [0.03, 0.09, -0.07], [0.02, -0.01, -0.08], [-0.47, 0.47, -0.06], [0.87, -0.10, 0.41], [-0.04, 0.07, -0.61], [-0.45, -0.35, 0.03], [0.16, 0.09, 0.17], [0.08, -0.03, -0.26], [-0.17, -0.22, 0.05], [0.23, 0.02, 0.01], [-0.10, -0.20, 0.02], [-0.16, 0.19, 0.08], [0.05, -0.11, 0.15], [-0.09, 0.23, 0.00], [0.07, -0.03, -0.21], [-0.03, 0.03, -0.01], [-0.22, -0.16, 0.63], [0.35, 0.05, -0.58], [0.01, -0.03, 0.11], [-0.04, 0.03, -0.01], [0.03, 0.03, 0.02], [-0.03, -0.09, -0.04], [-0.12, 0.04, -0.04], [0.10, 0.08, 0.03]],
  "fmax_ev_per_a": 1.03,
  "lumo_ev": 2.24,
  "de_lowest_ev": 0.503,
  "orbital_gap_ev": 7.08,
  "total_charge": -1
}